The following is a DFT calculation (wB97M-V/def2-TZVPD) of a molecular structure, C38H55N7O4P2Rb at a distorted geometry.

Summary:
energy relative to the best compared isomer or geometry (same formula, charge and spin): 0.0 kcal/mol
total energy: -78154.1302 eV
gap between HOMO and LUMO: 0.200 Ha
F_max: 1.462 eV/A

Structure (ORCA input):
```
! wB97M-V def2-TZVPD RIJCOSX def2/J DEFGRID3
* xyz -1 1
Rb 0.4591 0.6721 -0.9798
C 1.1061 3.3581 4.4583
C 1.8654 2.6674 3.3238
C 2.3212 1.2774 3.7784
P 1.0708 2.5206 1.6484
C 1.2804 4.2163 0.8200
C 0.2886 4.4049 -0.3422
C 1.4108 5.4847 1.6572
C -0.7429 2.3233 2.0947
C -1.5810 3.4217 2.3405
C -2.9237 3.2951 2.6145
C -3.7959 4.4770 2.9648
C -3.4637 1.9982 2.6034
C -2.6664 0.9063 2.3520
C -1.2702 1.0078 2.1307
N -0.4760 -0.0718 1.8414
C -0.6693 -1.2581 2.4693
C -1.2576 -1.3442 3.7649
C -1.4381 -2.5588 4.4029
C -1.0713 -3.7709 3.8307
C -1.2552 -5.0984 4.5635
C -0.4897 -3.6866 2.5838
C -0.2452 -2.4912 1.8902
P 0.6000 -2.4212 0.2719
C -0.0335 -3.9050 -0.7108
C -1.5393 -3.9766 -0.6716
C 0.5814 -5.2739 -0.5016
C 2.3916 -2.7646 0.6718
C 3.0023 -1.3981 1.0086
C 2.6871 -3.7507 1.7855
H 1.7750 3.4573 5.3217
H 0.7534 4.3402 4.1646
H 0.2266 2.7457 4.7075
H 2.7585 3.2696 3.1352
H 1.4582 0.5848 3.7840
H 3.0708 0.8484 3.1197
H 2.7101 1.3140 4.8003
H 2.2319 4.0549 0.3323
H -0.7276 4.5757 0.0252
H 0.6055 5.2625 -0.9297
H 0.3052 3.5414 -0.9799
H 0.4509 5.8130 2.0936
H 2.1335 5.3315 2.4871
H 1.7828 6.2864 1.0223
H -1.1675 4.4282 2.3238
H -3.2546 5.4268 2.8398
H -4.7154 4.4820 2.3689
H -4.1164 4.4301 4.0173
H -4.5142 1.8825 2.8329
H -3.1010 -0.0857 2.3203
H -1.5676 -0.4210 4.2444
H -1.8542 -2.5653 5.4161
H -2.1021 -5.0504 5.2684
H -1.4209 -5.9178 3.8601
H -0.3458 -5.3421 5.1174
H -0.1546 -4.6025 2.1310
H 0.2351 -3.5757 -1.7224
H -1.8694 -4.4110 0.2942
H -1.9667 -2.9687 -0.7355
H -1.9493 -4.6017 -1.4714
H 0.2437 -5.7223 0.4357
H 0.2595 -5.9210 -1.3340
H 1.6762 -5.2154 -0.4959
H 2.8966 -3.0861 -0.2401
H 2.3840 -0.8658 1.7657
H 4.0329 -1.4988 1.4014
H 3.0424 -0.7945 0.1056
H 2.2782 -3.3809 2.7399
H 2.2428 -4.7071 1.5524
H 3.7674 -3.9300 1.8756
N -1.0056 -1.8610 -4.3260
C -1.9106 -1.1908 -3.4892
C -3.1175 -0.7598 -4.0368
C -4.0045 -0.0656 -3.2187
C -3.7020 0.1116 -1.8799
C -2.5163 -0.3785 -1.4311
N -1.6175 -1.0016 -2.2036
C 0.3348 -2.1744 -4.1124
C 0.8147 -3.3193 -4.7666
C 2.1327 -3.6608 -4.5544
C 2.9450 -2.8460 -3.7653
C 2.3593 -1.7374 -3.1805
N 1.0803 -1.4187 -3.3470
H -1.3853 -2.1755 -5.2143
H -3.2866 -0.8612 -5.0935
H -4.8979 0.3327 -3.6684
H -4.3803 0.6277 -1.2341
H -2.2258 -0.2507 -0.3998
H 0.1627 -3.9264 -5.3576
H 2.5182 -4.5466 -5.0568
H 3.9945 -3.0583 -3.5989
H 2.9665 -1.0381 -2.5862
O 3.7795 1.3527 -2.0855
N 3.0162 1.8141 -2.9619
O 3.0098 1.3254 -4.1377
O 2.2518 2.8007 -2.6730
C 0.5048 3.9565 -5.3336
N -0.4902 3.6716 -4.3254
C -0.7143 2.4071 -3.8547
N -0.1344 1.4024 -4.5981
O -1.4173 2.1887 -2.8673
H 0.3552 4.9943 -5.6523
H 0.3207 3.2995 -6.1852
H 1.5336 3.8043 -4.9669
H -0.6160 4.3959 -3.6289
H 0.8505 1.5800 -4.7873
H -0.1483 0.5337 -4.0823
*
```

Here are the Löwdin charges for atoms 1 to 5, given in e: Rb 0.669; C -0.119; C -0.573; C -0.136; P 1.043


The following is a DFT calculation (wB97M-V/def2-TZVPD) of a molecular structure, C38H56BN10O5PbS at a distorted geometry.

Summary:
energy relative to the best compared isomer or geometry (same formula, charge and spin): 91.6 kcal/mol
total energy: -82205.4237 eV
gap between HOMO and LUMO: 0.265 Ha
F_max: 1.763 eV/A

Structure (ORCA input):
```
! wB97M-V def2-TZVPD RIJCOSX def2/J DEFGRID3
* xyz 1 1
Pb 1.1089 -0.6398 -1.4863
O 6.5042 -3.6777 0.6299
C 5.2890 -3.2671 0.2746
C 4.2013 -3.2259 1.1546
C 2.9791 -2.7502 0.7011
N 2.7929 -2.3066 -0.5457
C 3.8114 -2.4102 -1.4070
C 5.0580 -2.8889 -1.0471
C 3.6090 -2.0305 -2.9062
O 4.3910 -2.5160 -3.6920
O 2.6515 -1.2419 -3.1647
C 1.8236 -2.9507 1.6198
O 1.7136 -3.9492 2.2799
O 0.8116 -2.0689 1.7576
H 6.5332 -3.9609 1.5536
H 4.2899 -3.5818 2.1701
H 5.8225 -2.9667 -1.8055
C 3.7796 2.9817 -2.2194
C 3.8170 2.2729 -0.8598
C 4.2852 0.8341 -1.0152
C 2.4670 2.3861 -0.2295
C 2.0274 3.4764 0.5228
C 0.7015 3.2270 0.8340
C -0.2055 4.2628 1.4386
C -0.9718 4.8971 0.2731
C -1.1755 3.8532 2.5515
N 0.3851 2.0265 0.2951
N 1.4631 1.5232 -0.3614
B -0.9226 1.2483 0.3821
N -1.5454 -1.3727 0.8406
N -0.8751 -2.1807 -0.1232
C -0.9247 -3.4185 0.2480
C -1.6779 -3.5489 1.4787
C -2.0509 -2.3233 1.8802
C -3.0307 -2.0256 2.9750
C -2.3851 -1.9974 4.3765
C -3.9072 -0.7890 2.7776
C -0.3030 -4.5192 -0.5307
C -0.6222 -5.8932 0.0567
C -0.7086 -4.4129 -2.0056
N -1.5733 1.1684 -1.0067
N -0.9441 0.5688 -2.0404
C -1.6456 0.7850 -3.1463
C -2.7756 1.5420 -2.8268
C -2.7113 1.7625 -1.4632
C -3.7509 2.4731 -0.6508
C -4.1090 3.8108 -1.3091
C -5.0168 1.6116 -0.5357
C -1.2151 0.2625 -4.4776
C 0.1030 0.9230 -4.8884
C -1.0658 -1.2600 -4.4555
H 4.7784 3.0431 -2.6425
H 3.1464 2.4320 -2.9110
H 3.3888 3.9900 -2.1093
H 4.5182 2.8053 -0.2088
H 3.6958 0.3469 -1.7857
H 5.3259 0.8053 -1.3277
H 4.1818 0.2896 -0.0795
H 2.6044 4.3384 0.7924
H 0.4625 5.0213 1.8604
H -1.5281 4.1257 -0.2494
H -1.6641 5.6507 0.6389
H -0.2795 5.3593 -0.4262
H -2.1190 3.4957 2.1521
H -0.7596 3.0838 3.1929
H -1.4004 4.7234 3.1627
H -1.6762 1.7853 1.1084
H -1.9336 -4.4776 1.9504
H -3.6921 -2.9026 2.9599
H -2.1227 -0.9822 4.6620
H -3.1047 -2.3738 5.0991
H -1.4923 -2.6147 4.4246
H -3.3147 0.1191 2.6905
H -4.5381 -0.9071 1.9020
H -4.5546 -0.6784 3.6447
H 0.7813 -4.3499 -0.4737
H -1.6893 -6.1037 0.0020
H -0.0950 -6.6596 -0.5058
H -0.2940 -5.9581 1.0919
H -1.7898 -4.4660 -2.1077
H -0.3624 -3.4722 -2.4224
H -0.2655 -5.2274 -2.5705
H -3.5295 1.8900 -3.5024
H -3.3720 2.6666 0.3549
H -4.7375 3.6449 -2.1792
H -4.6492 4.4407 -0.6075
H -3.2161 4.3379 -1.6322
H -5.4526 1.4490 -1.5182
H -4.8152 0.6355 -0.0996
H -5.7497 2.1198 0.0860
H -1.9911 0.5280 -5.2019
H 0.8878 0.6645 -4.1788
H 0.4122 0.5798 -5.8715
H -0.0022 2.0050 -4.9212
H -0.2432 -1.5457 -3.7989
H -1.9818 -1.7400 -4.1153
H -0.8384 -1.6272 -5.4526
C 1.9460 2.6246 3.9711
C 2.0319 1.1001 3.9002
C 1.1544 0.4767 2.8785
N 1.6606 -0.0115 1.8153
N 0.7750 -0.7740 1.0845
C -0.5792 -0.2657 1.2153
N -2.7363 -0.9458 0.1953
S -0.5774 0.2689 3.0256
H 2.7925 2.9953 4.5406
H 1.0303 2.9466 4.4558
H 1.9976 3.0468 2.9735
H 1.7992 0.6743 4.8789
H 3.0483 0.8081 3.6261
H -2.5805 -0.9435 -0.8098
H -2.9976 -0.0137 0.5006
*
```

Here are the Löwdin charges for atoms 1 to 5, given in e: Pb 1.557; O 0.117; C -0.271; C 0.083; C -0.189


The following is a DFT calculation (wB97M-V/def2-TZVPD) of a molecular structure, C38H56Cl18INO3S at a distorted geometry.

Summary:
total energy: -292263.5735 eV
gap between HOMO and LUMO: 0.281 Ha
F_max: 9.194 eV/A

Structure (ORCA input):
```
! wB97M-V def2-TZVPD RIJCOSX def2/J DEFGRID3
* xyz 0 1
C 4.1017 0.9303 -2.0350
C 3.7266 1.1397 -3.4597
C 2.8917 0.1042 -4.4176
C 1.2812 0.4238 -4.5401
C 0.0804 -0.7056 -4.2567
I 0.6788 -2.7727 -3.7202
C -1.5310 -0.3826 -4.3625
O -2.6118 -1.3598 -4.0859
C -3.2534 -0.8998 -2.8095
C -4.8528 -0.5984 -3.0238
C -5.2788 0.9839 -2.9065
C -2.0253 1.1483 -4.7706
C -0.8741 2.2894 -5.0473
C 0.7629 1.9595 -4.9529
N 1.7826 3.0389 -5.2398
C 1.5463 4.3040 -4.4454
C 2.8251 4.9334 -3.5722
C 2.5383 6.3324 -2.7027
C 1.0293 7.0523 -2.7550
C 0.7440 8.4242 -1.8826
C 0.4153 7.9249 -0.3206
O 1.0114 8.4897 0.7653
O -0.5849 6.8676 -0.0122
C -0.2384 6.4294 -3.6208
C 0.0466 5.0447 -4.4508
S -1.2706 4.1101 -5.4729
H 4.7818 0.0297 -1.7260
H 3.7310 1.7537 -1.2545
H 4.0204 2.1878 -3.9502
H 3.1519 -0.9933 -4.1052
H 3.3321 0.2425 -5.5185
H -2.6539 -0.0215 -2.3117
H -3.1773 -1.8147 -2.0509
H -5.5323 -1.1815 -2.2354
H -5.1190 -0.9370 -4.1339
H -5.6635 1.2326 -1.8076
H -6.2207 1.1730 -3.6108
H -4.4162 1.7449 -3.1241
H -3.1458 1.4856 -4.8772
H 1.8315 3.2392 -6.2829
H 3.8577 4.3746 -3.5607
H 3.4346 6.7519 -2.0649
H -0.2369 8.9473 -2.3067
H 1.6536 9.1619 -1.9091
H -0.2371 5.9574 -0.2485
H -1.3118 6.8911 -3.6806
Cl 0.5186 -1.6616 0.8079
C -0.7445 -2.7351 1.4603
C -1.9266 -2.8715 0.5140
Cl -2.8627 -1.3613 0.3850
H -1.0516 -2.3445 2.4355
H -0.2789 -3.7126 1.6171
H -2.6132 -3.6382 0.8851
H -1.6064 -3.1595 -0.4924
Cl 2.6281 -8.1186 2.7766
C 2.6940 -6.8978 1.4811
C 2.0318 -5.5916 1.8893
Cl 0.2650 -5.7546 2.0496
H 2.2270 -7.3248 0.5880
H 3.7520 -6.7258 1.2620
H 2.2108 -4.8293 1.1252
H 2.4260 -5.2194 2.8404
Cl -3.7219 8.5351 -2.6177
C -4.7307 7.8851 -1.3012
C -4.0217 6.7882 -0.5231
Cl -3.8103 5.3068 -1.4898
H -5.6692 7.5283 -1.7370
H -4.9617 8.7228 -0.6365
H -4.6149 6.5115 0.3536
H -3.0347 7.1120 -0.1778
Cl 2.8386 6.3899 -6.7644
C 3.4860 6.0822 -8.3951
C 2.3949 5.7020 -9.3833
Cl 1.7013 4.0984 -9.0353
H 4.2485 5.3009 -8.3160
H 3.9770 7.0044 -8.7198
H 2.8095 5.6543 -10.3946
H 1.5791 6.4319 -9.3839
Cl -6.4222 3.1794 -0.5051
C -6.4099 2.8887 1.2523
C -7.1128 3.9956 2.0219
Cl -6.2077 5.5292 1.9716
H -5.3688 2.7748 1.5704
H -6.9222 1.9366 1.4191
H -7.2029 3.7162 3.0759
H -8.1186 4.1820 1.6321
Cl 5.2995 -6.9523 7.1076
C 3.9862 -8.1376 7.3165
C 2.7284 -7.7395 6.5610
Cl 1.9444 -6.3049 7.2688
H 3.7950 -8.2472 8.3886
H 4.3601 -9.0938 6.9386
H 1.9970 -8.5521 6.6024
H 2.9406 -7.5258 5.5085
Cl 8.8112 1.8931 0.4713
C 7.6372 1.0939 1.5466
C 6.9196 -0.0565 0.8588
Cl 5.8120 0.5083 -0.4171
H 6.9334 1.8520 1.9042
H 8.1999 0.7199 2.4071
H 6.3117 -0.6033 1.5857
H 7.6262 -0.7606 0.4077
Cl -1.6698 -7.5889 10.1206
C -1.6039 -6.3680 8.8251
C -2.2662 -5.0618 9.2334
Cl -4.0329 -5.2248 9.3936
H -2.0709 -6.7951 7.9320
H -0.5459 -6.1960 8.6060
H -2.0871 -4.2996 8.4692
H -1.8719 -4.6897 10.1844
Cl -0.2199 -9.0907 5.4105
C -1.2287 -9.7407 6.7269
C -0.5197 -10.8376 7.5050
Cl -0.3083 -12.3190 6.5383
H -2.1672 -10.0975 6.2911
H -1.4597 -8.9030 7.3916
H -1.1128 -11.1143 8.3817
H 0.4674 -10.5138 7.8503
*
```

Here are the Löwdin charges for atoms 1 to 5, given in e: C -0.208; C -0.133; C -0.202; C -0.083; C -0.478


The following is a DFT calculation (wB97M-V/def2-TZVPD) of 9 unconnected molecules or ions with the total composition C38H56NO18 at a distorted geometry.

Summary:
energy relative to the best compared isomer or geometry (same formula, charge and spin): 78.6 kcal/mol
total energy: -78632.7841 eV
gap between HOMO and LUMO: 0.233 Ha
F_max: 16.951 eV/A

Structure (ORCA input):
```
! wB97M-V def2-TZVPD RIJCOSX def2/J DEFGRID3
* xyz 1 1
C 0.3100 0.4164 0.6447
N 0.5044 -1.0722 0.7556
C 0.3994 -1.6099 2.1594
C -0.7881 -1.6967 0.1637
C 1.7959 -1.5043 0.1309
C 2.1416 -3.0282 0.1776
O 3.4964 -3.2341 -0.1649
H -0.6344 0.8517 1.0979
H 0.2215 0.7696 -0.2599
H 1.1028 0.8846 0.8641
H 0.3437 -2.6721 2.1567
H -0.4549 -1.2541 2.6993
H 1.3882 -1.1686 2.6803
H -0.9326 -2.8302 -0.1024
H -1.0116 -1.4569 -0.9638
H -1.6155 -1.3726 0.6186
H 2.6560 -0.8346 0.2734
H 1.8029 -1.3485 -1.0662
H 1.4146 -3.6456 -0.4752
H 2.2176 -3.3801 1.1699
H 3.9089 -3.7726 0.4701
C -4.7506 -0.6771 -0.4746
C -4.0587 0.6353 -0.8949
C -4.8954 1.7031 -1.4241
O -4.4542 2.6411 -2.0316
C -6.3320 1.5358 -1.4514
C -7.0307 0.1967 -0.8786
C -6.1869 -0.9156 -0.5108
O -6.5629 -2.0069 -0.0734
O -8.4298 0.0228 -0.7105
O -2.7234 0.6829 -1.0025
H -4.1251 -1.4932 -0.4307
H -7.0669 2.3489 -1.3691
H -8.8712 0.6679 -0.8960
H -2.7245 1.5579 -1.4384
C -5.2124 0.3460 2.7154
C -6.5780 1.0298 2.5695
C -6.6995 2.4802 2.2888
O -7.7727 3.0792 2.0668
C -5.4106 3.1770 2.1873
C -4.0103 2.4548 2.3225
C -3.9309 1.0332 2.4799
O -2.8403 0.4584 2.5216
O -2.8242 3.1163 2.0592
O -7.7979 0.4088 2.9026
H -5.1843 -0.6242 2.9796
H -5.3608 4.2051 1.8331
H -3.1855 3.8759 1.6735
H -8.6806 0.9975 2.9777
C 4.8732 0.5785 0.0612
C 4.1866 1.2096 1.2547
C 3.8926 2.6338 1.3055
O 3.3627 3.0944 2.2782
C 4.3362 3.4301 0.2040
C 4.8636 2.7680 -1.0207
C 5.1738 1.3942 -1.0125
O 5.7514 0.8906 -1.9929
O 5.2082 3.3469 -2.3696
O 3.7573 0.4137 2.2949
H 5.0211 -0.4233 0.1630
H 4.0084 4.5658 0.2078
H 5.2364 2.8161 -3.0609
H 3.8396 1.0239 3.0298
C 1.7682 2.8769 -3.3887
C 1.4712 1.5836 -2.6141
O 2.1396 1.1601 -1.7262
C 0.3330 0.6417 -3.0875
H 2.8334 2.8883 -3.7033
H 1.6094 3.6135 -2.6086
H 1.0194 2.8598 -4.2648
H 0.5728 0.0853 -4.0328
H -0.5346 1.1799 -3.4391
H 0.1075 -0.2333 -2.3406
C 6.3747 -7.2043 0.1117
C 5.0807 -6.9988 -0.7509
O 4.0052 -7.5069 -0.3356
C 5.0774 -6.1279 -1.9567
H 6.8792 -6.2358 0.4020
H 7.1908 -7.8640 -0.4339
H 6.0972 -7.7089 1.0822
H 4.3506 -6.4914 -2.7231
H 5.9339 -6.0250 -2.6654
H 4.7124 -5.1644 -1.7120
C 0.0316 0.4189 5.3178
C 0.6970 1.5857 4.4658
O 1.7165 1.4451 3.9790
C -0.0082 2.9619 4.4548
H 0.2812 -0.5399 4.9317
H -1.0561 0.7090 5.5983
H 0.4566 0.2469 6.1856
H -0.6033 3.0108 5.3384
H -0.7193 3.0709 3.6242
H 0.7501 3.5814 4.4923
C 0.4091 -5.2690 -3.4618
C 0.5984 -3.7482 -3.4713
O -0.3019 -2.9625 -3.1707
C 1.9341 -3.0631 -3.8830
H 1.1836 -5.6840 -2.9289
H 0.2167 -5.4983 -4.3618
H -0.5669 -5.4590 -3.2108
H 2.3463 -3.3776 -4.8074
H 2.6051 -3.6069 -3.0655
H 1.9081 -2.0566 -3.6228
C -1.6451 5.1190 -1.4903
C -0.8136 4.0904 -0.6334
O -0.9320 2.9020 -0.8236
C 0.3069 4.5912 0.3274
H -1.1456 5.3089 -2.3191
H -1.6854 6.2106 -1.0809
H -2.5366 4.7114 -2.1712
H 0.1926 5.7691 0.1710
H 1.2465 4.1260 0.0808
H 0.0344 4.3566 1.3590
*
```

Here are the Löwdin charges for atoms 1 to 5, given in e: C 0.027; N -0.239; C 0.007; C -0.006; C -0.083